[1]
# C25H19MoN5Se2

C25H19MoN5Se2 as an isolated structure (wB97M-V/def2-TZVPD, the Open Molecules 2025 dataset).

Its spin multiplicity is 3. The maximum force is 0.22 eV/A. Its charge is +4. Its relative energy (zero: lowest compared OMol25 entry of this formula, charge and spin) is 0.000 eV. Its expectation value of S² is 2.019. The value obtained for the HOMO-LUMO gap (alpha / beta) is 5.939 / 6.702 eV. For the HOMO energy (alpha / beta), the calculation gives -20.7 / -20.9 eV.

Last column: Mulliken spin population.
Cartesian coordinates (Å):
Mo1 -0.4468 -0.0114 0.0234  1.865
C1 -0.3437 -0.0311 -4.4756  -0.004
C2 0.9932 0.2268 -4.7232  0.016
C3 1.8711 0.2988 -3.6438  -0.007
C4 1.3840 0.1420 -2.3629  0.018
N1 0.0579 -0.0513 -2.1111  -0.071
C5 -0.7704 -0.1626 -3.1660  0.016
C6 2.2464 0.1077 -1.1726  0.012
C7 3.6228 0.1162 -1.1913  -0.006
C8 4.3194 -0.0015 0.0079  0.001
C9 3.6287 -0.1185 1.2110  -0.006
C10 2.2525 -0.1102 1.1998  0.014
N2 1.5712 -0.0022 0.0151  0.006
C11 1.3973 -0.1397 2.3965  0.018
C12 1.8932 -0.2899 3.6744  -0.008
C13 1.0233 -0.2089 4.7600  0.015
C14 -0.3147 0.0519 4.5212  -0.002
C15 -0.7510 0.1753 3.2143  0.013
N3 0.0689 0.0535 2.1533  -0.060
H1 -1.0580 -0.1331 -5.2817  0.000
H2 1.3589 0.3509 -5.7350  -0.001
H3 2.9231 0.4713 -3.8206  0.000
H4 -1.8057 -0.3742 -2.9507  0.001
H5 4.1644 0.1960 -2.1227  0.001
H6 5.4032 -0.0014 0.0052  0.000
H7 4.1754 -0.1970 2.1395  0.001
H8 2.9461 -0.4632 3.8448  0.000
H9 1.3964 -0.3275 5.7697  -0.001
H10 -1.0225 0.1620 5.3320  0.000
H11 -1.7873 0.3893 3.0067  0.001
Se1 -3.4051 0.6147 -0.9796  0.032
Se2 -3.3430 -0.6273 1.0192  0.028
C16 -2.4319 -2.1730 0.3268  0.037
C17 -2.9750 -3.4342 0.3700  -0.005
C18 -2.2253 -4.4927 -0.1495  0.026
C19 -0.9807 -4.2392 -0.7151  -0.006
C20 -0.5050 -2.9449 -0.7416  0.038
N4 -1.2140 -1.9276 -0.1991  -0.037
C21 -2.4476 2.1526 -0.3351  0.041
C22 -2.9791 3.4189 -0.3991  -0.005
C23 -2.2128 4.4838 0.0799  0.028
C24 -0.9617 4.2336 0.6315  -0.007
C25 -0.4974 2.9362 0.6811  0.040
N5 -1.2227 1.9100 0.1777  -0.037
H12 -3.9616 -3.5955 0.7863  -0.001
H13 -2.6253 -5.4997 -0.1308  0.000
H14 -0.3875 -5.0353 -1.1452  0.000
H15 0.4488 -2.6988 -1.1921  -0.001
H16 -3.9723 3.5787 -0.7999  -0.001
H17 -2.6054 5.4932 0.0426  -0.001
H18 -0.3546 5.0342 1.0326  0.000
H19 0.4622 2.6941 1.1219  -0.002

Cartesian forces (eV/Å) of the 2 atoms listed first:
-0.161 -0.081 0.133
0.021 -0.001 -0.016

---

[2]
# CH3Cl2OP

One molecule with the formula CH3Cl2OP in a non-equilibrium geometry (wB97M-V/def2-TZVPD, the Open Molecules 2025 dataset).

Its spin multiplicity is 3. The maximum force is 4.18 eV/A. Its charge is 0. Its relative energy (zero: lowest compared OMol25 entry of this formula, charge and spin) is 2.692 eV. Its expectation value of S² is 2.006. The value obtained for the HOMO-LUMO gap (alpha / beta) is 5.889 / 6.712 eV. For the HOMO energy (alpha / beta), the calculation gives -6.1 / -10.5 eV.

Last column: Mulliken spin population.
Cartesian coordinates (Å):
C1 0.3286 0.1418 0.6110  0.209
O1 1.4735 -0.4382 1.1798  0.023
P1 -0.4978 -0.6511 -0.9092  1.178
Cl1 -0.1955 0.8968 -2.4374  0.440
Cl2 -2.4088 -0.0310 -0.3183  0.073
H1 1.6147 -1.3148 0.8031  0.007
H2 0.5858 1.1256 0.1489  0.037
H3 -0.9005 0.2710 0.9220  0.032

Cartesian forces (eV/Å) of the 2 atoms listed first:
-1.683 0.951 -1.146
-1.319 0.400 -0.097

---

[3]
# C5H13NO2

A 2-piece molecular cluster, C5H13NO2 overall in a non-equilibrium geometry (wB97M-V/def2-TZVPD, the Open Molecules 2025 dataset).

The SMILES is C[C@@H](O)NO.C=CC. The maximum force is 3.84 eV/A. Its charge is 0. Its relative energy (zero: lowest compared OMol25 entry of this formula, charge and spin) is 5.065 eV. The value obtained for the HOMO-LUMO gap is 8.724 eV. For the HOMO energy, the calculation gives -8.6 eV.

Last column: Mulliken charge in e.
Cartesian coordinates (Å):
C1 2.1912 0.7763 0.3557  -1.515
C2 1.2600 -0.3852 0.1095  1.450
O1 1.8325 -1.3766 -0.6508  -0.625
N1 0.6381 -0.8833 1.3164  -0.354
O2 -0.0470 -2.0990 0.9527  -0.621
H1 1.6789 1.5541 0.9169  0.384
H2 3.0503 0.4270 0.9297  0.391
H3 2.5563 1.1702 -0.5900  0.348
H4 0.3166 0.0325 -0.4880  -0.752
H5 1.2750 -2.1678 -0.4064  0.483
H6 1.3569 -1.1525 1.9892  0.267
H7 -0.9749 -1.6452 0.3482  0.418
C3 -2.0125 -0.7430 -0.4195  -1.117
C4 -1.3015 0.3408 -0.9189  0.359
C5 -1.4145 1.7043 -0.3069  -1.287
H8 -2.3655 -1.4820 -1.1306  0.373
H9 -2.6640 -0.5596 0.4309  0.386
H10 -1.0203 0.3292 -1.9696  0.351
H11 -2.2519 2.2378 -0.7656  0.373
H12 -1.5945 1.6314 0.7654  0.362
H13 -0.5092 2.2907 -0.4682  0.326

Cartesian forces (eV/Å) of the 2 atoms listed first:
0.052 -0.437 0.190
-1.915 1.431 -1.053

---

[4]
# C4H13N2

C4H13N2 as an isolated structure in a non-equilibrium geometry (wB97M-V/def2-TZVPD, the Open Molecules 2025 dataset).

The maximum force is 4.25 eV/A. Its charge is +1. Its relative energy (zero: lowest compared OMol25 entry of this formula, charge and spin) is 6.048 eV. The value obtained for the HOMO-LUMO gap is 8.065 eV. For the HOMO energy, the calculation gives -14.0 eV.

Last column: Mulliken charge in e.
Cartesian coordinates (Å):
C1 -0.6760 0.3310 1.0200  0.295
N1 -1.1969 1.3647 0.3883  -0.476
C2 -0.2574 -0.7703 0.1932  -0.222
N2 1.2602 2.6692 -0.3006  -0.590
C3 0.2314 -3.1916 0.1117  -1.157
C4 0.0921 -1.9076 0.8278  0.058
H1 -0.7444 0.1573 2.0923  0.422
H2 0.0128 1.3779 0.7770  0.011
H3 -1.8979 1.8684 0.9548  0.271
H4 -0.2487 1.1933 -3.1677  0.118
H5 -0.2958 -0.6936 -0.8857  0.320
H6 0.3160 2.5782 -0.0576  0.306
H7 1.7981 3.1762 0.3891  0.211
H8 1.5156 3.0154 -1.2121  0.218
H9 -0.2253 -4.0102 0.6640  0.359
H10 1.2765 -3.4120 -0.1109  0.314
H11 -0.3233 -3.1569 -0.8276  0.334
H12 -0.8608 1.2607 -2.7571  -0.120
H13 0.2237 -1.8502 1.9013  0.328

Cartesian forces (eV/Å) of the 2 atoms listed first:
-1.378 -4.000 -0.374
-0.219 0.534 0.374

---

[5]
# C46H34CoF4N9O2S2Te

C46H34CoF4N9O2S2Te as an isolated structure in a non-equilibrium geometry (wB97M-V/def2-TZVPD, the Open Molecules 2025 dataset).

Its spin multiplicity is 2. The maximum force is 2.40 eV/A. Its charge is +1. Its expectation value of S² is 0.765. The value obtained for the HOMO-LUMO gap (alpha / beta) is 3.495 / 3.514 eV. For the HOMO energy (alpha / beta), the calculation gives -9.4 / -9.4 eV.

Last column: Mulliken spin population.
Cartesian coordinates (Å):
Co1 -1.7989 0.6605 -0.5858  1.023
S1 -1.8872 0.5169 1.8763  0.005
C1 -2.8592 -0.7249 1.2141  -0.001
N1 -3.1817 -0.6491 -0.0668  -0.022
C2 -3.8031 -1.7995 -0.5174  0.001
C3 -4.2196 -2.0590 -1.8229  0.001
C4 -4.8246 -3.2698 -2.0983  -0.001
C5 -5.0069 -4.2253 -1.0976  0.002
C6 -4.5854 -3.9893 0.1982  -0.001
C7 -3.9907 -2.7679 0.4805  0.001
S2 -3.3717 -2.1881 2.0042  0.000
H1 -4.0371 -1.3328 -2.6060  -0.001
H2 -5.1555 -3.4806 -3.1055  0.000
H3 -5.4788 -5.1664 -1.3424  0.000
H4 -4.7075 -4.7366 0.9700  0.000
F1 0.9265 -4.4823 -4.8141  -0.001
C8 1.7263 -3.6989 -4.1126  -0.004
C9 3.0667 -3.9019 -4.1773  0.004
F2 3.5193 -4.8658 -4.9529  0.001
C10 4.0103 -3.1135 -3.4382  -0.005
C11 3.4303 -2.0635 -2.6619  0.005
C12 2.0927 -1.8647 -2.6314  -0.005
F3 1.6498 -0.8853 -1.8734  -0.002
C13 1.1507 -2.6713 -3.3080  0.003
C14 -0.2319 -2.4894 -3.1537  -0.007
C15 -0.8261 -1.4166 -2.4672  -0.009
N2 -1.3741 -0.4940 -2.0326  -0.006
C16 -1.1640 -3.4634 -3.6050  0.002
N3 -1.9513 -4.2466 -3.9031  -0.006
F4 4.1671 -1.2754 -1.9033  0.001
C17 5.3750 -3.3473 -3.4517  0.012
C18 6.2855 -2.5634 -2.6930  -0.002
N4 7.0434 -1.9771 -2.0576  0.006
C19 5.9766 -4.4272 -4.1477  -0.002
N5 6.5083 -5.3077 -4.6613  0.007
C20 3.7429 -3.9576 5.1942  0.000
C21 3.1725 -2.9538 4.2345  0.000
C22 1.9363 -3.1604 3.6346  0.000
C23 1.3836 -2.2189 2.7731  -0.001
C24 0.0404 -2.4731 2.1521  0.002
C25 2.0820 -1.0302 2.5530  -0.001
Te1 1.2092 0.5841 1.3577  0.018
N6 -0.2388 1.4468 -0.4916  -0.068
C26 0.7178 2.1596 -1.0206  -0.002
O1 1.8375 2.2497 -0.4251  0.000
C27 0.5394 2.8686 -2.3265  0.000
C28 -0.6368 2.7737 -3.0659  0.002
C29 -0.7576 3.4602 -4.2625  -0.002
C30 0.2977 4.2292 -4.7315  0.002
C31 1.4792 4.3084 -4.0088  -0.001
C32 1.6007 3.6342 -2.8047  0.001
C33 1.3033 2.1041 2.8147  0.001
C34 1.7645 3.3395 2.3650  0.001
C35 1.8069 4.4219 3.2241  0.000
C36 1.3835 4.2705 4.5352  0.000
C37 0.9366 3.0373 4.9828  0.001
C38 0.8772 1.9300 4.1432  0.000
C39 0.3701 0.6243 4.6861  -0.006
C40 3.3671 -0.8316 3.0637  0.004
C41 4.1836 0.3868 2.7192  0.001
C42 3.8834 -1.8016 3.9147  0.000
H5 3.0435 -4.7708 5.3766  0.000
H6 3.9778 -3.4812 6.1465  0.000
H7 4.6703 -4.3811 4.8068  0.000
H8 1.3848 -4.0702 3.8452  0.000
H9 -0.1558 -3.5414 2.0671  0.000
H10 -0.0267 -2.0257 1.1544  -0.001
H11 -0.7450 -2.0394 2.7725  0.001
H12 -1.4515 2.1661 -2.6975  0.003
H13 -1.6694 3.3879 -4.8414  0.000
H14 0.1900 4.7741 -5.6599  0.000
H15 2.3008 4.8972 -4.3946  0.000
H16 2.5038 3.6974 -2.2140  0.000
H17 2.0951 3.4478 1.3413  0.000
H18 2.1616 5.3798 2.8701  0.000
H19 1.4019 5.1148 5.2112  0.000
H20 0.6145 2.9263 6.0103  0.000
H21 -0.1349 0.7744 5.6386  0.000
H22 1.1941 -0.0716 4.8487  0.000
H23 -0.3307 0.1630 3.9914  0.003
H24 3.8329 0.8407 1.7888  0.001
H25 5.2313 0.1196 2.5869  0.000
H26 4.1176 1.1358 3.5110  0.000
H27 4.8734 -1.6519 4.3324  0.000
C43 -6.1953 4.1858 -1.0753  0.000
N7 -4.8617 3.7224 -0.7567  0.000
C44 -3.8126 4.5568 -0.2179  0.003
C45 -2.6644 3.5559 -0.0648  0.001
O2 -1.5805 3.7862 0.3984  -0.002
N8 -3.1157 2.3286 -0.5439  0.029
C46 -4.3909 2.4800 -0.9062  0.010
N9 -5.1362 1.4787 -1.3738  0.000
H28 -6.2931 5.2129 -0.7360  0.000
H29 -6.9536 3.5853 -0.5684  0.000
H30 -6.3760 4.1620 -2.1525  0.000
H31 -4.0801 4.9900 0.7476  0.000
H32 -3.5323 5.3619 -0.9008  0.000
H33 -4.7407 0.5549 -1.3956  0.001
H34 -6.1018 1.6124 -1.6118  0.000

Cartesian forces (eV/Å) of the 2 atoms listed first:
-2.230 -0.321 0.815
0.083 0.280 0.177

---

[6]
# C5H12N2

An isolated ion of composition C5H12N2 and charge +1 in a non-equilibrium geometry (wB97M-V/def2-TZVPD, the Open Molecules 2025 dataset).

Its spin multiplicity is 2. The maximum force is 2.70 eV/A. Its charge is +1. Its relative energy (zero: lowest compared OMol25 entry of this formula, charge and spin) is 0.000 eV. Its expectation value of S² is 0.756. The value obtained for the HOMO-LUMO gap (alpha / beta) is 10.237 / 9.241 eV. For the HOMO energy (alpha / beta), the calculation gives -13.2 / -15.4 eV.

Last column: Mulliken spin population.
Cartesian coordinates (Å):
C1 0.2000 -0.6468 2.2570  0.001
C2 -0.5383 0.6168 1.7715  0.024
C3 -0.0476 1.3374 0.4983  0.022
C4 0.2666 0.3135 -0.5819  0.244
C5 -0.8286 -0.0569 -1.3276  0.243
N1 -0.7429 -1.0469 -2.2517  0.249
N2 1.4707 -0.2865 -0.6383  0.213
H1 -0.1548 -0.9360 3.2538  0.001
H2 1.2589 -0.3993 2.4244  0.001
H3 0.0949 -1.4753 1.5525  -0.002
H4 -0.5252 1.4044 2.5424  0.004
H5 -1.6093 0.3747 1.7474  -0.003
H6 -0.6855 2.1681 0.1635  0.009
H7 0.9035 1.8277 0.7524  -0.001
H8 -1.8021 0.4205 -1.2943  0.008
H9 -1.2999 -0.9522 -3.0917  -0.001
H10 0.1978 -1.3870 -2.4112  -0.005
H11 1.7040 -1.2682 -0.7039  0.001
H12 2.1657 0.2230 -0.1076  -0.008

Cartesian forces (eV/Å) of the 2 atoms listed first:
0.496 1.035 0.106
-1.022 0.210 0.962